Computed, not measured: the molecule CH3N2O2P at a distorted geometry, with ωB97M-V/def2-TZVPD.

Bonds (Å) are listed after each position.
Cartesian coordinates (Å):
1 N 1.60 0.20 -0.05  C2 1.372, H7 0.976, H8 0.977
2 C 0.34 0.73 -0.05  N1 1.372, O3 1.212, N4 1.400
3 O 0.05 1.91 -0.08  C2 1.212
4 N -0.58 -0.30 0.13  C2 1.400, P5 1.674, H9 1.011
5 P -2.21 0.09 0.01  N4 1.674, O6 1.455
6 O -2.90 -1.18 0.05  P5 1.455
7 H 1.72 -0.75 0.14  N1 0.976
8 H 2.33 0.52 -0.61  N1 0.977
9 H -0.35 -1.23 0.46  N4 1.011

Computed properties:
F_max, eV/A: 1.743
HOMO, eV: -10.0601
Structure (SMILES): NC(=O)NP=O
LUMO energy, eV: -0.0488
Net charge: 0
HOMO-LUMO gap, eV: 10.01
Spin multiplicity: 1
Energy above the lowest of the compared OMol25 structures with the same formula, charge and spin, kJ/mol: 0.0